Entry 1:
117
Properties=species:S:1:pos:R:3:forces:R:3:mulliken_charge:R:1 method="wB97M-V/def2-TZVPD" e_homo_ha="-0.57119 / -0.56951" orbital_gap_ha="0.17690 / 0.20409" charge=+3
Sn -0.627137 -0.941949 0.635280 1.8 -1.9 -0.2 1.14
C 0.540950 -3.187874 3.197989 -0.1 0.0 -0.1 -2.03
C 0.387728 -1.734650 3.516045 -0.4 -0.3 0.3 1.60
C -0.922050 -1.253104 3.951270 0.2 0.1 0.1 1.15
C -1.992390 -2.243519 4.257103 0.0 -0.1 -0.1 -2.17
C -1.122359 0.109520 4.180801 -0.2 -0.2 -0.2 1.83
C -2.503031 0.623245 4.509181 0.1 0.0 0.0 -2.60
C -0.016662 0.950477 4.197032 0.4 -0.1 0.0 0.93
C -0.215230 2.384543 4.571088 0.2 0.1 0.0 -2.27
C 1.327749 0.428137 3.942515 -0.2 -0.1 0.0 1.79
C 2.475409 1.358992 4.156934 -0.1 0.1 0.1 -2.54
C 1.505275 -0.899890 3.550969 0.4 0.5 0.2 0.27
C 2.858139 -1.515215 3.273460 -0.1 0.0 0.0 -2.05
H 0.788564 -3.739638 4.113885 0.0 0.0 0.0 0.50
H 1.346392 -3.367605 2.489222 0.0 0.0 0.0 0.48
H -0.375964 -3.615021 2.795491 0.0 0.0 0.0 0.39
H -1.567369 -3.149721 4.689694 0.0 0.0 -0.1 0.44
H -2.540084 -2.533561 3.352343 0.0 0.0 0.0 0.26
H -2.712785 -1.839305 4.962158 0.0 0.0 0.0 0.48
H -2.701098 0.541638 5.581598 0.0 0.0 0.0 0.49
H -3.267557 0.051834 3.986126 0.0 0.0 0.0 0.55
H -2.617588 1.669969 4.239101 0.0 0.0 0.0 0.45
H 0.710257 2.944708 4.642050 0.0 0.0 0.0 0.49
H -0.727420 2.456736 5.534292 0.0 0.0 0.0 0.43
H -0.851214 2.881413 3.831503 0.0 0.0 0.0 0.26
H 2.436533 1.751083 5.177603 0.0 0.0 -0.1 0.63
H 2.413159 2.214967 3.477277 0.0 0.0 0.0 0.37
H 3.443058 0.892501 4.030929 0.0 0.0 0.0 0.40
H 3.044407 -2.340406 3.963489 0.0 0.0 0.0 0.62
H 3.678618 -0.817605 3.384803 0.0 0.0 0.0 0.36
H 2.913296 -1.918732 2.258964 0.0 0.0 0.0 0.08
C 0.576124 2.415065 -2.380009 0.2 -0.5 0.2 -1.41
C 1.309105 1.062609 -2.402366 0.0 0.2 0.3 -1.29
P 1.934857 0.447908 -0.771672 -0.3 -0.2 -0.3 0.75
C 3.371245 1.500437 -0.418938 -0.1 0.0 0.2 0.09
C 3.945742 2.366165 -1.346376 0.1 0.0 0.0 -0.21
C 5.122860 3.034435 -1.029529 0.0 0.1 0.0 -0.93
C 5.712172 2.864840 0.215013 0.0 0.0 0.0 -0.75
C 5.125435 2.024669 1.154556 -0.1 0.0 0.0 -0.62
C 3.956853 1.349735 0.839391 0.0 0.0 0.0 -0.65
C 2.737908 -1.121540 -1.251538 0.0 0.0 0.2 0.43
C 2.317540 -2.333146 -0.700860 0.1 0.0 0.0 0.89
C 2.924423 -3.531084 -1.057004 0.0 0.0 0.0 -1.20
C 3.972818 -3.522711 -1.965042 0.0 0.0 0.0 -0.79
C 4.399943 -2.322118 -2.522100 0.0 0.0 -0.1 -0.98
C 3.790168 -1.127985 -2.168316 0.0 0.0 0.0 -0.26
P -0.848593 2.572011 -1.218427 0.3 1.0 -0.5 1.49
C -2.195245 3.313728 -2.150103 0.0 -0.1 0.1 0.30
C -2.010162 4.631453 -2.590366 -0.1 0.0 -0.1 -0.70
C -2.943533 5.190919 -3.448378 0.1 0.0 0.0 -0.78
C -4.053005 4.457238 -3.857494 0.0 0.0 0.0 -0.62
C -4.245430 3.161943 -3.396828 0.0 0.0 0.0 -0.91
C -3.316081 2.586901 -2.542233 0.0 -0.2 0.1 0.04
C -0.430370 3.713954 0.076762 -0.1 -0.2 0.1 0.31
C 0.892420 3.893652 0.508465 0.0 0.0 0.0 0.01
C 1.184261 4.875021 1.439369 0.0 0.0 0.0 -0.65
C 0.163237 5.662660 1.965942 0.0 0.0 0.0 -0.67
C -1.158916 5.455697 1.579092 0.0 0.0 0.1 -0.83
C -1.461778 4.476826 0.651485 0.0 -0.1 0.0 -0.86
H 0.145173 2.606127 -3.362330 0.0 0.1 0.0 0.76
H 1.249505 3.237087 -2.127141 0.0 0.0 -0.1 0.60
H 0.639587 0.280107 -2.759346 -0.1 0.0 -0.1 0.12
H 2.137767 1.128627 -3.108379 0.0 -0.1 -0.1 0.93
H 3.502085 2.521857 -2.322826 0.1 0.0 0.0 0.36
H 5.582815 3.685287 -1.762580 0.0 0.0 0.0 0.48
H 6.627097 3.391830 0.455034 0.0 0.0 0.0 0.45
H 5.583789 1.898950 2.128033 0.0 0.0 0.0 0.49
H 3.491708 0.686763 1.564321 0.1 0.0 -0.1 0.44
H 1.513288 -2.352550 0.023055 0.0 -0.1 0.1 -0.12
H 2.578790 -4.465409 -0.629895 0.0 0.1 0.0 0.55
H 4.464927 -4.449960 -2.232300 0.0 0.0 0.0 0.45
H 5.213995 -2.316688 -3.236454 0.0 0.0 0.0 0.51
H 4.141876 -0.200479 -2.606536 0.0 0.0 0.0 0.41
H -1.151915 5.213571 -2.274903 0.0 0.0 0.0 0.49
H -2.801144 6.207268 -3.794096 0.0 0.0 0.0 0.46
H -4.769954 4.903659 -4.534680 0.0 0.0 0.0 0.43
H -5.114845 2.596458 -3.704761 0.0 0.0 0.0 0.50
H -3.473044 1.578011 -2.172386 0.0 0.1 -0.1 0.40
H 1.697507 3.290963 0.104955 0.0 0.1 0.0 0.05
H 2.211905 5.039335 1.739931 0.0 0.0 0.0 0.56
H 0.398040 6.438665 2.684575 0.0 0.0 0.0 0.46
H -1.949114 6.065590 1.997201 0.0 0.0 0.0 0.50
H -2.489965 4.306542 0.352314 0.0 0.1 0.0 0.46
Cl -5.251676 0.470906 -0.210195 0.0 0.1 0.1 -0.12
C -4.110516 1.066990 1.019923 0.1 -0.2 -0.2 -0.16
C -2.850397 0.237320 0.935217 -0.8 -0.5 0.5 -0.15
O -1.735266 0.761963 0.566741 -0.9 1.6 -0.3 0.37
O -2.848266 -0.987134 1.209431 -0.3 0.8 -0.1 -0.39
H -4.582584 0.930864 1.987880 0.0 0.0 0.1 0.49
H -3.914377 2.114127 0.820980 0.1 0.1 0.0 0.10
C -3.003320 -1.486936 -2.299406 0.1 0.0 0.2 -1.43
P -1.407860 -2.206186 -1.785603 -0.4 -0.3 0.0 1.61
C -0.631226 -2.642310 -3.369910 0.2 0.2 0.1 -0.10
C 0.679238 -2.309624 -3.695076 0.0 0.0 -0.1 0.67
C 1.213254 -2.686455 -4.920585 0.0 0.0 0.0 -1.16
C 0.440286 -3.391645 -5.829014 0.0 0.0 0.0 -0.76
C -0.869658 -3.732040 -5.507208 0.0 0.0 0.0 -0.85
C -1.406173 -3.365842 -4.283947 0.0 0.0 0.0 -0.65
C -1.854307 -3.808070 -1.042056 0.2 0.1 0.2 0.60
C -1.343396 -5.010104 -1.532613 0.0 0.0 0.0 -0.75
C -1.775487 -6.215861 -0.997308 0.1 0.0 0.0 -0.83
C -2.670341 -6.233202 0.062947 0.0 0.0 0.0 -0.65
C -3.146320 -5.039087 0.587518 0.1 0.1 0.0 -0.89
C -2.739121 -3.829427 0.041470 -0.1 -0.1 -0.1 -0.38
H -3.583914 -2.233863 -2.836764 0.0 0.0 0.0 0.58
H -2.810524 -0.640935 -2.960038 0.0 0.0 0.0 0.42
H -3.578782 -1.160588 -1.433937 0.0 0.0 0.0 0.32
H 1.298765 -1.776725 -2.993238 0.0 0.0 0.0 0.55
H 2.238307 -2.432426 -5.160315 0.0 0.0 0.0 0.51
H 0.854917 -3.685065 -6.784849 0.0 0.0 0.0 0.44
H -1.476634 -4.292555 -6.207329 0.0 0.0 0.0 0.46
H -2.415096 -3.674563 -4.037980 0.0 0.0 0.0 0.37
H -0.629923 -5.012495 -2.346295 0.0 0.0 0.0 0.46
H -1.411497 -7.147180 -1.412526 0.0 0.0 0.0 0.46
H -2.993247 -7.176726 0.484909 0.0 0.0 0.0 0.44
H -3.842713 -5.047810 1.416689 0.0 0.0 0.0 0.52
H -3.155566 -2.910191 0.428993 -0.1 -0.1 0.0 0.26

=====

Entry 2:
13
Properties=species:S:1:pos:R:3:forces:R:3:mulliken_spin:R:1 method="wB97M-V/def2-TZVPD" e_homo_ha="-0.40087 / -0.50410" orbital_gap_ha="0.21740 / 0.31418" spin_multiplicity=2 charge=+1 s_squared=0.760 e_above_lowest_ev=1.0845
O 0.819853 -0.730977 0.615026 1.1 -0.4 0.0 0.03
C -0.102594 -0.967913 1.568870 1.3 -0.8 0.0 0.00
C 0.624100 0.341845 -0.243664 -1.7 0.1 -1.0 -0.03
O 0.130800 -1.864241 2.387113 -0.7 0.5 -0.2 0.00
O -1.161509 -0.264839 1.598534 -1.5 0.7 0.3 -0.01
C -0.143558 0.096252 -1.432299 -1.6 0.7 1.9 0.60
Li -1.638165 -1.438494 3.178763 0.5 -0.1 -0.2 0.00
H 0.834082 1.288621 0.263677 -0.3 -0.1 -0.4 0.02
H -0.621790 -0.841413 -1.717938 0.5 0.3 0.1 -0.01
C 0.873494 0.885635 -2.019239 1.4 -0.3 -0.2 0.26
H 0.800981 1.976047 -1.995499 0.3 -0.3 0.0 0.04
H 1.624714 0.407314 -2.650252 -0.1 0.3 0.1 0.02
Cu -2.040408 1.112165 0.446907 0.8 -0.6 -0.4 0.07